ORCA calculation (the ωB97M-V functional and the def2-TZVPD basis) on a structure of composition C14H18AgN2OSSi.

The geometry in XYZ format:
```
38
Properties=species:S:1:pos:R:3:nbo_charge:R:1
Ag -0.212 0.255 0.672 0.7480
S 0.690 0.751 3.040 -0.3733
Si -2.849 -1.487 0.354 1.8256
O 2.093 0.212 0.451 -0.6585
N -2.270 0.061 -0.039 -1.2291
N 2.823 0.080 1.533 0.0172
C -2.114 2.377 -0.734 -0.2417
C 4.539 -0.226 3.669 -0.2058
C -4.852 2.603 -0.902 -0.1868
C -4.649 -1.880 -0.036 -1.1356
C 4.114 -0.289 1.338 0.0117
C -4.281 1.402 -0.513 -0.3156
C -2.694 3.572 -1.118 -0.2153
C 2.318 0.305 2.793 0.0189
C 4.998 -0.449 2.367 -0.2953
C -2.876 1.229 -0.405 0.2089
C -1.842 -2.763 -0.583 -1.1262
C -4.076 3.713 -1.210 -0.3225
C 3.234 0.138 3.859 -0.2478
C -2.629 -1.867 2.176 -1.1385
H -5.934 2.669 -0.961 0.1880
H -2.084 -3.785 -0.272 0.2139
H 4.355 -0.433 0.296 0.2218
H -0.774 -2.597 -0.409 0.2335
H 5.203 -0.340 4.518 0.2068
H -2.992 -2.868 2.431 0.2142
H -4.527 4.651 -1.508 0.1920
H -1.032 2.304 -0.685 0.1890
H 6.015 -0.740 2.150 0.2131
H 2.841 0.314 4.850 0.2254
H -4.932 0.573 -0.281 0.1986
H -4.806 -2.946 0.163 0.2213
H -1.576 -1.799 2.465 0.2429
H -2.049 4.412 -1.352 0.1928
H -2.021 -2.677 -1.659 0.2253
H -3.171 -1.136 2.784 0.2301
H -5.346 -1.318 0.591 0.2239
H -4.901 -1.689 -1.083 0.2292
```

Results
Orbital gap = 6.6 eV
DFT total energy = -1563.76194 Ha
2S+1 = 1
Charge = -1
ΔE to the lowest compared entry with this formula, charge and spin = 0.000 eV
E_HOMO = -3.65 eV

=====

ORCA calculation (the ωB97M-V functional and the def2-TZVPD basis) on the molecule C14H18BClN2O4 in a non-equilibrium geometry.

The geometry in XYZ format:
```
40
Properties=species:S:1:pos:R:3:nbo_charge:R:1
Cl 2.618 -2.190 -2.237 -0.0760
O 0.678 0.622 2.504 -0.9302
O 2.463 1.667 0.434 -0.5478
O -1.242 1.982 2.272 -0.7390
O 2.062 0.820 -3.749 -0.4828
N -3.452 -2.252 1.238 -0.8326
N 2.680 0.427 -1.530 -0.5645
C -0.559 0.661 0.206 -0.3182
C -3.854 -1.154 0.342 -0.2089
C 1.968 1.000 -0.423 0.7245
C 2.638 -1.895 0.842 -0.6212
C -3.026 0.125 0.543 -0.4527
C -1.907 -0.037 -1.699 -0.1925
C 1.757 0.551 -2.640 0.7191
C 0.523 0.692 -0.675 -0.1318
C 3.739 -1.196 0.056 -0.4416
C -1.798 0.252 -0.332 0.0419
C 3.422 -0.815 -1.384 0.0135
C -1.240 3.262 1.649 -0.2498
C 0.401 0.404 -2.021 -0.1415
C -0.818 0.042 -2.564 -0.1583
B -0.344 1.087 1.721 1.2099
H 1.535 0.931 2.180 0.5239
H 4.367 -0.689 -1.899 0.2168
H 4.575 -1.890 -0.005 0.2241
H -4.887 -0.900 0.580 0.1851
H 1.753 -1.288 1.013 0.2112
H -1.477 3.209 0.585 0.1732
H -0.284 3.770 1.778 0.1785
H -0.901 -0.188 -3.616 0.2346
H 2.346 -2.841 0.399 0.2221
H 4.105 -0.325 0.596 0.2351
H -2.870 -0.319 -2.097 0.2167
H -2.811 -1.929 1.951 0.3519
H 3.037 -2.130 1.827 0.2207
H -3.669 0.991 0.376 0.2267
H -1.988 3.873 2.144 0.1953
H -2.960 -2.965 0.716 0.3570
H -3.813 -1.524 -0.676 0.1852
H -2.768 0.160 1.597 0.2224
```

Results
Orbital gap = 9.0 eV
DFT total energy = -1439.88003 Ha
Structure (SMILES) = CC[C@@H](Cl)N1C(=O)c2ccc(CCN)c(B(O)OC)c2C1=O
2S+1 = 1
Charge = 0
E_HOMO = -9.41 eV

=====

ORCA calculation (the ωB97M-V functional and the def2-TZVPD basis) on a cluster of 3 separate species, C14H18BFI in total in a non-equilibrium geometry.

The geometry in XYZ format:
```
35
Properties=species:S:1:pos:R:3:nbo_charge:R:1
I -0.754 -0.470 -0.453 -0.2853
F 3.587 -2.311 0.481 -0.4216
C -5.814 -2.170 1.978 -0.2271
C -6.750 -2.404 0.970 -0.2342
C 3.640 2.113 0.663 -0.2112
C 4.473 4.156 -0.320 -0.2296
C 2.208 4.053 0.515 -0.2139
C 2.410 2.726 0.897 -0.2001
C -4.156 -1.620 0.309 -0.2133
C 3.240 4.767 -0.095 -0.2241
C -6.391 -2.240 -0.367 -0.2236
C -4.518 -1.775 1.647 -0.2028
C 2.241 -1.035 -1.391 -0.6860
C -5.093 -1.851 -0.698 -0.2134
C 3.644 -1.787 -0.934 0.0438
C 4.672 2.828 0.056 -0.2074
B 0.899 -1.858 -0.915 -0.2523
H -3.790 -1.589 2.432 0.2138
H 3.926 -2.688 -1.665 0.1611
H -6.095 -2.296 3.020 0.2006
H 2.264 0.083 -0.975 0.2024
H 1.607 2.171 1.376 0.2325
H -7.760 -2.714 1.228 0.1995
H 5.632 2.350 -0.123 0.2057
H 2.222 -0.971 -2.559 0.2072
H 1.077 -2.553 0.042 -0.0303
H 4.510 -0.975 -0.962 0.1487
H 5.278 4.714 -0.791 0.2021
H 3.082 5.800 -0.394 0.2026
H -3.144 -1.319 0.051 0.2557
H 3.794 1.077 0.954 0.2296
H 0.542 -2.599 -1.782 -0.0528
H -4.812 -1.727 -1.741 0.2137
H 1.248 4.530 0.693 0.2098
H -7.122 -2.417 -1.152 0.2003
```

Results
Orbital gap = 7.5 eV
DFT total energy = -966.70896 Ha
2S+1 = 1
Charge = -1
E_HOMO = -4.51 eV

=====

ORCA calculation (the ωB97M-V functional and the def2-TZVPD basis) on a structure of composition C14H18BN7O2Re in a non-equilibrium geometry.

The geometry in XYZ format:
```
43
Properties=species:S:1:pos:R:3:nbo_charge:R:1
Re 0.894 0.223 0.576 1.5981
O -0.374 -0.113 3.728 -0.5724
O -1.505 2.962 0.562 -0.5712
N 1.926 -1.168 -0.434 -0.3822
N -1.009 -1.988 -1.243 -0.2029
N 1.416 -1.805 -1.665 -0.3026
N -0.502 1.409 1.982 -0.6996
N -0.885 -1.282 -0.042 -0.2816
N 0.351 0.852 -1.485 -0.4367
N 0.100 -0.059 -2.485 -0.3274
C -2.266 2.785 2.880 -0.5125
C 2.341 -2.620 -2.139 0.1260
C 0.198 2.087 -2.020 0.0581
C -2.611 -2.759 0.080 0.0028
C -0.167 0.575 -3.632 0.0574
C -0.795 0.938 3.250 0.6842
C -0.108 1.939 -3.387 -0.2924
C -2.013 -2.896 -1.168 0.0716
C -1.881 -1.738 0.729 0.0721
C -1.378 2.439 1.654 0.6910
C 3.096 -1.851 -0.138 0.0745
C 3.405 -2.667 -1.243 -0.2860
C -1.834 1.839 3.944 -0.5134
C 2.246 1.777 0.884 -0.9406
B 0.019 -1.585 -2.305 0.5192
H 2.126 -3.095 -3.097 0.2718
H -0.264 2.673 -4.148 0.2705
H -3.345 2.694 2.673 0.2580
H -0.413 -0.081 -4.454 0.2507
H 3.560 -1.711 0.850 0.2765
H -2.018 3.807 3.181 0.2608
H 0.207 2.977 -1.408 0.2699
H 4.288 -3.222 -1.464 0.2787
H -3.473 -3.309 0.462 0.2879
H -1.961 -1.370 1.738 0.2800
H 3.242 1.240 0.804 0.2835
H 2.366 2.064 1.974 0.2879
H 2.169 2.769 0.319 0.2873
H -2.274 -3.510 -2.042 0.2918
H -2.686 1.281 4.355 0.2573
H -1.315 2.406 4.723 0.2627
H 1.255 -0.630 1.938 -0.0350
H -0.129 -2.274 -3.289 0.0261
```

Results
Orbital gap (alpha / beta) = 5.2 / 3.4 eV
DFT total energy = -1180.48456 Ha
2S+1 = 4
Charge = +2
E_HOMO (alpha / beta) = -15.07 / -15.09 eV

=====

ORCA calculation (the ωB97M-V functional and the def2-TZVPD basis) on a structure of composition C14H18BN7O2Ti in a non-equilibrium geometry.

The geometry in XYZ format:
```
43
Properties=species:S:1:pos:R:3:nbo_charge:R:1
Ti -1.573 -1.502 -1.097 1.9344
O -2.110 2.067 0.450 -0.3858
O -3.303 -1.437 -2.152 -0.6013
N 0.503 -1.297 -1.468 -0.3567
N 1.659 -1.614 -0.792 -0.2898
N 0.608 -2.146 1.240 -0.2823
N -2.449 0.205 -0.874 -0.6422
N 1.819 0.958 1.487 -0.3213
N -0.661 -1.926 0.762 -0.3607
N 2.578 -0.255 1.423 -0.3978
C 2.051 -2.029 -2.920 -0.2712
C -4.595 0.675 -1.783 -0.5391
C 0.786 -1.443 -2.796 -0.0247
C -3.472 -0.255 -1.678 0.7086
C -2.792 1.459 -0.337 0.6622
C -4.125 1.853 -0.943 -0.5101
C -0.755 -3.335 2.500 -0.2678
C 3.782 -0.014 2.018 -0.0102
C -1.515 -2.555 1.617 -0.0200
C 2.540 -2.171 -1.633 0.1247
C 0.579 -3.100 2.183 0.1313
C 0.584 4.806 -0.315 -0.8472
C 3.833 1.338 2.425 -0.3317
C 2.584 1.892 2.041 -0.0233
B 1.960 -1.600 0.727 0.5599
H 4.619 1.885 2.930 0.2498
H 1.492 4.210 -0.156 0.2108
H 3.459 -2.536 -1.191 0.2803
H 0.657 5.705 0.216 0.2250
H 2.197 2.922 2.129 0.2328
H -4.799 1.014 -2.804 0.3151
H 2.817 -2.451 0.961 -0.0181
H 1.533 -3.445 2.556 0.2801
H -2.553 -2.268 1.593 0.2442
H -4.831 2.117 -0.156 0.2915
H -0.278 4.223 0.023 0.2008
H -3.993 2.750 -1.549 0.2894
H -5.530 0.243 -1.398 0.3114
H 4.554 -0.781 2.138 0.2280
H 0.473 5.023 -1.385 0.2113
H -1.070 -3.955 3.309 0.2802
H 2.621 -2.253 -3.800 0.2823
H 0.115 -0.980 -3.500 0.2475
```

Results
Orbital gap (alpha / beta) = 2.7 / 2.4 eV
DFT total energy = -1951.75021 Ha
2S+1 = 1
Charge = +2
E_HOMO (alpha / beta) = -13.28 / -13.14 eV

=====

ORCA calculation (the ωB97M-V functional and the def2-TZVPD basis) on a structure of composition C14H18BrN4O9Sc.

The geometry in XYZ format:
```
47
Properties=species:S:1:pos:R:3:nbo_charge:R:1
Br -0.521 3.537 2.010 0.1068
Sc 0.182 0.270 0.259 1.8038
O -1.281 -1.175 0.290 -0.8299
O 0.292 -0.813 -2.023 -0.7568
O 1.853 -1.291 -0.053 -0.7359
O -1.320 -0.625 -3.604 -0.4909
O -3.369 -1.896 0.662 -0.5968
O 2.845 0.427 3.361 -0.6110
O 0.565 3.175 -2.598 -0.6253
O 0.987 0.407 2.102 -0.8133
O -0.177 1.858 -0.944 -0.8315
N -1.148 -2.516 -2.492 -0.4386
N -1.734 1.108 1.471 -0.4829
N 2.306 1.506 0.016 -0.4778
N -0.709 -3.400 -1.509 -0.6384
C -1.892 2.246 2.129 0.1762
C 2.205 0.767 2.392 0.7843
C -3.874 0.401 2.269 -0.2069
C 0.717 2.593 -1.546 0.7925
C -3.009 2.537 2.895 -0.2515
C -0.679 -1.274 -2.650 0.9207
C -2.480 -1.084 0.778 0.7680
C -2.718 0.199 1.545 0.1163
C 2.806 1.751 1.379 -0.3455
C 3.199 0.599 -0.722 -0.2486
C -4.015 1.590 2.961 -0.1394
C 2.030 2.720 -0.767 -0.3328
C 3.194 -0.783 -0.100 -0.0847
C -0.878 0.718 -3.909 -0.2610
H 2.836 0.532 -1.752 0.2171
H -3.074 3.481 3.415 0.2404
H 4.224 0.991 -0.750 0.2014
H -1.483 1.025 -4.755 0.2002
H -1.978 -2.784 -2.991 0.4048
H 0.259 -3.643 -1.674 0.3460
H 3.553 -0.765 0.927 0.2146
H -4.902 1.783 3.549 0.2293
H -0.819 -2.954 -0.604 0.3973
H 0.176 0.714 -4.178 0.1925
H 1.893 3.564 -0.091 0.2281
H 2.841 2.971 -1.452 0.2142
H 3.896 1.717 1.434 0.2102
H 1.548 -1.502 -0.956 0.5208
H -1.031 1.374 -3.062 0.2316
H 3.830 -1.460 -0.671 0.1956
H 2.484 2.740 1.705 0.2313
H -4.625 -0.375 2.274 0.2555
```

Results
Orbital gap = 9.4 eV
DFT total energy = -4775.50579 Ha
2S+1 = 1
Charge = 0
ΔE to the lowest compared entry with this formula, charge and spin = 0.145 eV
E_HOMO = -9.60 eV